13
Properties=species:S:1:pos:R:3 method="wB97M-V/def2-TZVPD" max_force_ev_per_a=14.48 total_charge=0 e_lumo_ev=-0.463 e_above_lowest_kcal_mol=182.3 multiplicity=1 e_tot_ev=-10843.409
C 0.4531 -1.2865 -1.0061
C -0.9780 -1.2290 -0.5405
C 0.1746 0.3636 0.4669
C 1.2131 -0.4415 0.0114
C 0.1327 1.4450 1.5480
H 1.6205 0.2912 -1.8943
H 1.0612 -2.2332 -0.9679
H -0.8544 -1.9068 0.3745
H -1.8742 -1.4191 -1.2426
H 2.2422 -0.1890 0.1094
N -0.7614 2.0697 2.4813
O 0.6146 -0.3908 -2.1039
O -0.9694 0.1232 0.0255

14
Properties=species:S:1:pos:R:3 method="wB97M-V/def2-TZVPD" max_force_ev_per_a=4.11 total_charge=0 e_lumo_ev=0.744 e_above_lowest_kcal_mol=42.1 multiplicity=1 e_tot_ev=-12896.063
C -1.7894 1.1143 0.0373
C 2.1167 1.0185 -0.3728
C -0.7972 -1.0489 -0.5160
C -0.9014 0.4224 -0.9920
C -0.0587 0.0364 0.2030
N -0.8661 0.9382 1.0810
O -2.9031 1.4609 -0.0252
O 1.7141 1.7993 -1.1356
O 1.4716 0.0929 0.3161
H 3.2054 0.8923 -0.1042
H -1.5404 -1.6541 -0.0113
H -0.1736 -1.5858 -1.1522
H -0.5692 0.5258 -2.0550
H -1.3706 0.7028 1.9337

14
Properties=species:S:1:pos:R:3 method="wB97M-V/def2-TZVPD" max_force_ev_per_a=2.05 total_charge=0 e_lumo_ev=-0.049 e_above_lowest_kcal_mol=31.4 multiplicity=1 smiles="O=C1[C@H](O)C(=O)[C@@H]2N[C@H]12" e_tot_ev=-12896.526
C -0.5779 0.5167 -0.7593
C -1.0264 -0.7346 -0.0027
C 0.0931 -1.1126 0.9305
C 1.3354 -0.5061 0.3950
C 0.9487 0.4155 -0.7164
H -0.7760 1.5688 0.7703
H -0.8357 0.5548 -1.8077
H 0.0974 -2.1276 1.3875
H 1.2379 -0.2613 2.4720
H 2.3273 -0.9780 0.4335
N 0.6589 0.0518 1.6465
O -1.1094 1.6815 -0.1219
O -2.0475 -1.3569 -0.0785
O 1.7443 0.8513 -1.5326